[1]
{"formula": "C25H33N3O2", "method": "ωB97M-V/def2-TZVPD", "symbols": ["H", "N", "H", "H", "H", "C", "C", "C", "N", "C", "H", "H", "C", "C", "H", "H", "H", "H", "C", "H", "H", "O", "C", "H", "H", "C", "H", "C", "C", "H", "C", "N", "C", "C", "H", "C", "C", "H", "C", "H", "H", "H", "H", "C", "H", "H", "H", "H", "C", "C", "H", "O", "H", "H", "C", "C", "C", "H", "H", "H", "H", "C", "C"], "coordinates": [[1.001, 1.229, -2.372], [1.353, -1.119, 0.742], [-1.742, 4.003, 0.192], [3.409, 2.233, 1.004], [0.042, 0.764, 2.360], [0.239, 3.192, 0.278], [3.494, 0.864, -1.308], [0.096, 2.511, -0.923], [-2.776, -0.862, 1.434], [-3.151, 1.064, -0.031], [-0.661, 0.611, 0.743], [-4.458, -0.593, 3.619], [-3.630, -1.850, 2.053], [-3.525, -1.154, -0.841], [-0.527, -1.888, 0.947], [3.366, 0.709, -2.384], [0.362, -1.679, 2.480], [-5.109, -2.215, -2.897], [1.494, -1.698, -0.464], [5.532, -2.553, 0.719], [1.563, 3.588, 1.913], [5.285, 0.167, 0.799], [4.573, -0.669, 0.288], [-4.483, -1.082, -4.101], [-3.024, -2.449, 2.740], [-3.880, -0.661, -2.085], [-3.506, -2.224, -0.700], [0.134, -1.224, 1.509], [1.439, 3.070, 0.972], [-1.134, 3.721, 1.830], [-3.511, 1.560, -1.269], [3.653, -0.427, -0.675], [-1.946, -0.086, 2.327], [-0.558, 0.121, 1.711], [4.001, -2.295, 1.555], [-0.862, 4.047, 0.827], [1.132, 1.748, -1.433], [-2.386, 0.887, 2.589], [-3.877, 0.711, -2.297], [-3.515, 2.630, -1.433], [2.778, -1.615, -2.168], [3.140, -3.612, -0.282], [-5.441, -2.007, 3.227], [2.900, -1.586, -1.080], [-2.878, 1.757, 0.748], [4.449, -3.082, -1.345], [2.072, -0.499, 1.082], [-0.833, 2.575, -1.470], [-4.245, -1.615, -3.183], [3.757, -2.761, -0.565], [4.426, 1.410, -1.128], [0.633, -2.357, -1.008], [-1.839, -0.653, 3.256], [-4.153, 1.112, -3.261], [-4.809, -1.227, 2.809], [-3.161, -0.311, 0.211], [4.524, -2.156, 0.608], [-3.417, -2.295, -3.380], [-5.405, -0.622, 2.128], [-4.018, -2.516, 1.283], [-0.535, 5.084, 0.894], [2.476, 2.312, 0.465], [2.337, 1.655, -0.753]], "nbo_charge": [0.21, -0.62, 0.21, 0.23, 0.20, -0.02, -0.24, -0.16, -0.49, -0.31, 0.22, 0.20, -0.19, -0.28, 0.25, 0.20, 0.18, 0.22, 0.67, 0.24, 0.21, -0.62, 0.69, 0.21, 0.19, 0.02, 0.21, -0.23, -0.21, 0.22, -0.19, -0.44, -0.20, -0.42, 0.23, -0.63, -0.22, 0.18, -0.25, 0.21, 0.22, 0.23, 0.21, -0.12, 0.21, 0.22, 0.40, 0.21, -0.63, -0.39, 0.24, -0.63, 0.20, 0.21, -0.63, 0.27, -0.51, 0.22, 0.21, 0.20, 0.22, -0.21, -0.05], "orbital_gap_ev": 8.38, "smiles": "CCN(CCCNC(=O)[C@@H]1CCC(=O)N1Cc1ccc(C)cc1)c1cccc(C)c1", "lumo_ev": 0.74, "total_energy_ha": -1287.24825, "e_above_lowest_kj_mol": 53.33}

[2]
{"formula": "C25H33N3O6", "method": "ωB97M-V/def2-TZVPD", "symbols": ["C", "H", "C", "H", "C", "H", "N", "H", "H", "H", "H", "H", "H", "H", "H", "C", "C", "H", "C", "C", "C", "H", "O", "C", "C", "H", "C", "C", "C", "H", "H", "H", "H", "C", "C", "H", "H", "H", "H", "C", "O", "H", "C", "C", "H", "H", "H", "C", "C", "H", "C", "O", "O", "C", "H", "H", "H", "C", "O", "H", "H", "C", "O", "C", "N", "N", "H"], "coordinates": [[1.826, -0.288, 4.522], [3.556, -0.961, 0.054], [-1.585, 2.486, -2.663], [-0.344, -1.390, -1.476], [-2.832, -0.063, 2.038], [1.743, 0.739, 4.870], [-3.734, -0.106, -0.540], [0.877, -0.792, 4.691], [6.413, -1.408, -3.646], [6.167, 0.689, -4.921], [3.154, 0.166, 2.879], [-0.890, -4.956, 0.952], [-0.516, 2.567, -2.454], [3.141, 1.977, -2.189], [-2.834, 2.062, 1.770], [-1.974, 1.012, -2.718], [-4.599, -0.756, 0.417], [-3.055, 0.926, -2.840], [5.698, -0.663, -3.329], [-0.311, -3.479, 2.402], [-2.232, 1.182, 1.937], [0.479, -4.086, 2.858], [0.187, -2.159, 2.487], [4.919, -0.888, -2.207], [-0.859, 1.297, 2.043], [4.528, 2.383, -4.193], [-2.027, -1.179, 2.224], [-0.045, 0.188, 2.230], [5.559, 0.514, -4.045], [-0.975, 4.739, -1.633], [-4.794, 0.759, 1.947], [-1.218, -3.596, 3.008], [-2.278, 4.952, -0.517], [-2.574, -0.680, -0.897], [3.863, 1.242, -2.512], [-1.797, 2.979, -3.614], [-1.288, -3.299, 0.474], [-4.377, -1.824, 0.366], [-5.644, -0.592, 0.145], [0.873, 0.217, -1.165], [1.007, 1.414, -1.047], [0.382, -3.856, 0.403], [3.127, -0.188, -0.586], [-0.644, -1.086, 2.308], [2.599, -0.796, 5.094], [-3.785, 0.909, -0.592], [-0.375, 2.258, 1.961], [-1.535, 0.312, -1.419], [4.639, 1.465, -3.636], [-1.490, 0.524, -3.564], [2.184, -0.314, 3.040], [-2.337, -1.872, -0.817], [-3.347, 2.770, -1.026], [-4.316, -0.215, 1.835], [-4.745, -0.899, 2.568], [2.975, 0.733, -0.014], [-1.411, 1.073, -0.637], [4.000, 0.064, -1.787], [1.846, -0.693, -0.974], [-2.503, -2.146, 2.272], [2.233, -1.346, 2.681], [-0.547, -3.925, 0.964], [1.297, 0.458, 2.252], [-2.352, 3.211, -1.572], [-0.275, -0.381, -1.554], [-1.852, 4.424, -1.261], [5.025, -1.809, -1.652]], "nbo_charge": [-0.64, 0.19, -0.53, 0.43, -0.02, 0.21, -0.64, 0.21, 0.21, 0.21, 0.18, 0.21, 0.25, 0.23, 0.22, -0.39, -0.22, 0.22, -0.21, -0.06, -0.24, 0.19, -0.53, -0.23, -0.23, 0.21, -0.31, 0.23, -0.21, 0.40, 0.21, 0.17, 0.40, 0.71, -0.23, 0.23, 0.25, 0.22, 0.20, 0.91, -0.69, 0.21, -0.11, 0.31, 0.21, 0.44, 0.23, -0.16, -0.20, 0.23, -0.06, -0.67, -0.67, -0.42, 0.22, 0.22, 0.24, 0.03, -0.52, 0.22, 0.19, -0.66, -0.51, 0.70, -0.63, -0.81, 0.21], "orbital_gap_ev": 8.66, "smiles": "CCOc1ccc(CCNC(=O)[C@H](CCC(N)=O)NC(=O)OCc2ccccc2)cc1OCC", "lumo_ev": 0.75, "total_energy_ha": -1588.23648, "e_above_lowest_kj_mol": 35.77}

[3]
{"formula": "C25H33N3O6S", "method": "ωB97M-V/def2-TZVPD", "symbols": ["H", "H", "C", "H", "H", "C", "C", "S", "H", "C", "H", "N", "H", "C", "H", "C", "C", "O", "H", "H", "C", "C", "H", "C", "C", "C", "C", "H", "H", "O", "H", "H", "H", "H", "C", "C", "C", "H", "C", "N", "H", "O", "H", "C", "C", "H", "C", "H", "H", "H", "C", "H", "H", "C", "H", "H", "O", "H", "H", "N", "O", "H", "C", "O", "H", "H", "C", "C"], "coordinates": [[2.294, -4.259, -1.145], [-1.311, -4.964, -1.274], [0.673, -1.646, 2.305], [-2.790, 0.846, 0.620], [1.324, 1.634, -2.072], [3.441, -0.143, -1.340], [1.908, -3.729, -2.290], [-2.187, 3.532, 0.147], [0.054, 0.269, -5.200], [0.322, -2.872, 1.757], [2.783, -3.024, -4.054], [-0.993, 3.363, -1.153], [3.849, 0.743, -1.691], [0.196, 1.778, -3.843], [0.276, 2.590, 3.960], [1.868, -0.954, 0.115], [-0.636, 2.212, -1.771], [2.316, 0.031, -0.659], [3.993, -3.109, -3.012], [4.267, -1.985, -0.420], [-1.140, -4.135, -0.866], [1.411, -2.246, -0.182], [5.050, -0.460, 0.359], [-1.214, 0.052, -1.927], [0.050, 0.480, -4.218], [-0.681, 0.750, 3.099], [-2.077, -3.711, 0.138], [3.132, -4.700, -3.636], [0.837, 3.320, -2.369], [1.641, -2.558, -1.617], [-0.569, 4.251, -1.281], [-0.457, 2.269, -4.243], [-0.945, -3.256, -1.810], [3.038, -0.701, -2.123], [1.653, -0.631, 1.403], [-1.734, 2.525, 1.261], [0.609, -3.018, 0.377], [-1.894, -0.731, -1.351], [-1.666, 0.284, 2.198], [-0.012, -0.076, 4.140], [1.197, -4.217, -2.508], [0.891, -1.986, 4.611], [-2.344, -4.386, 0.960], [-1.193, -0.067, -3.501], [0.681, -1.295, 3.721], [-3.390, -3.789, -0.429], [-2.095, 1.216, 1.515], [1.114, 2.100, -4.478], [1.085, -0.109, -3.567], [-0.207, -3.516, 2.506], [-0.892, 3.044, 2.146], [1.812, 0.350, 1.812], [-1.268, -1.269, -3.684], [0.507, 2.211, -2.429], [-2.105, 0.354, -3.829], [0.035, -0.171, -1.494], [-3.454, 3.332, -0.567], [-1.929, -2.660, 0.536], [-1.511, -0.589, 2.268], [-1.429, 1.081, -1.315], [0.242, -4.206, -0.057], [5.502, -1.164, -1.444], [-0.319, 2.227, 3.251], [-1.921, 4.961, 0.515], [-0.626, 4.195, 2.286], [0.279, 0.168, 4.971], [4.669, -0.991, -0.649], [3.046, -3.618, -3.127]], "nbo_charge": [0.13, 0.17, -0.16, 0.25, 0.28, -0.06, 0.03, 2.32, 0.21, -0.19, 0.20, -0.80, 0.18, -0.38, 0.21, 0.25, 0.45, -0.49, 0.24, 0.21, -0.05, 0.23, 0.22, -0.15, -0.32, 0.28, -0.63, 0.22, 0.22, -0.58, 0.42, 0.19, 0.19, 0.19, -0.19, -0.59, 0.26, 0.18, -0.26, -0.66, 0.15, -0.54, 0.23, -0.44, 0.66, 0.19, -0.05, 0.19, 0.15, 0.25, -0.07, 0.22, 0.20, -0.50, 0.21, 0.10, -0.88, 0.23, 0.21, -0.57, -0.54, 0.22, -0.26, -0.93, 0.27, 0.39, -0.66, -0.65], "orbital_gap_ev": 7.09, "lumo_ev": -0.34, "total_energy_ha": -1985.47436, "e_above_lowest_kj_mol": 2386.15}